Record 1
C11H16Cl3F3O4PtS | ωB97M-V/def2-TZVPD

```
39
Properties=species:S:1:pos:R:3:forces:R:3
C 0.42633 -1.12699 -1.62928 -1.2 0.5 -0.4
C -0.01962 -0.00733 -2.35856 -0.9 -0.4 0.5
C -1.21980 0.47061 -1.79344 1.0 -0.9 -0.7
C 0.63542 0.56473 -3.55503 0.3 0.2 -0.3
C -1.56184 -0.36132 -0.66304 1.8 -1.5 -0.3
C -0.51835 -1.38349 -0.53617 -1.2 1.9 -1.4
C -0.80392 -2.69556 0.06490 0.2 -0.7 0.2
C 1.59562 -1.94239 -1.97761 0.8 -0.4 0.1
C -2.02217 1.58252 -2.33015 -0.3 0.6 0.0
C -2.92501 -0.50944 -0.10732 -0.3 0.3 0.3
Pt 0.07244 0.22516 0.87311 -0.3 0.1 -0.9
Cl 1.88877 1.57789 -0.42110 -0.4 0.1 -0.2
Cl 1.98182 -0.99214 1.22301 3.8 3.5 -1.6
Cl -1.46794 1.94190 1.05817 -1.3 1.6 0.4
H 1.71637 0.40837 -3.52779 0.0 0.1 0.0
H 0.45328 1.64126 -3.62523 0.1 -0.1 0.0
H 0.25316 0.10570 -4.47600 0.0 0.0 -0.1
H -1.39828 2.47982 -2.46532 -0.2 -0.2 0.1
H -2.84176 1.84059 -1.65022 0.2 0.0 -0.1
H -2.45062 1.33163 -3.31477 0.1 0.0 0.1
H -3.33941 0.46929 0.14767 0.0 -0.2 0.0
H -2.88898 -1.10207 0.80646 -0.2 0.0 0.0
H -3.59557 -0.99623 -0.82680 0.1 -0.1 0.0
H -1.47281 -2.55821 0.91448 0.0 -0.3 0.0
H 0.10187 -3.15954 0.44357 -0.2 -0.1 0.0
H -1.27142 -3.37263 -0.66102 -0.2 0.1 -0.1
H 2.46976 -1.30115 -2.17592 -0.2 -0.2 0.1
H 1.41530 -2.54059 -2.88613 0.0 0.1 0.1
H 1.85483 -2.62733 -1.16173 0.0 0.2 -0.2
O 1.34630 -2.54003 1.82700 -1.6 -5.0 3.0
H 1.25584 -2.37589 2.78632 0.0 -0.2 -0.3
F 2.58601 3.28491 5.06154 0.0 -0.6 -0.1
C 2.28497 2.09785 4.47700 -0.5 -0.3 -0.8
F 3.32243 1.74455 3.67907 -0.5 0.3 0.8
F 2.14877 1.16378 5.44912 0.4 0.5 -0.2
S 0.69870 2.20276 3.46441 -0.2 -1.5 -0.7
O -0.33072 2.51405 4.43664 0.6 0.2 -0.1
O 1.03175 3.17728 2.45236 -0.1 -0.3 0.9
O 0.58849 0.76765 2.97780 0.6 2.5 1.6
```
Positions in Å, forces in eV/Å.

Summary:
2S+1 ... 5
⟨S²⟩ ... 6.030
E_HOMO (alpha / beta) ... 0.8 / -1.8 eV
Net charge ... -2
Frontier orbital gap (alpha / beta) ... 3.946 / 6.515 eV

***

Record 2
C11H16F2N2 | ωB97M-V/def2-TZVPD

```
31
Properties=species:S:1:pos:R:3:forces:R:3
C -0.39543 -2.85228 -2.19441 -4.9 -2.0 1.3
C 0.74213 -2.46269 -2.72897 4.3 1.8 0.1
C 0.10906 -1.60891 -0.21802 -2.6 0.2 -0.6
C 0.62360 2.27773 1.73342 -0.2 -0.1 0.0
C -1.42256 1.66504 3.01817 0.1 0.0 -0.2
C -1.62007 2.29872 0.61783 0.1 -0.1 0.1
C 1.77726 -2.40232 -3.77791 -0.2 0.1 0.2
C 0.24137 -0.18325 0.02061 -0.1 0.5 0.3
C -0.58510 0.10091 1.29154 0.0 0.2 0.1
C 1.95405 -1.70888 -2.45331 -1.4 -1.3 -1.1
C -0.73972 1.58996 1.64797 0.0 0.0 0.1
N -0.76550 -2.49822 -0.88451 0.5 2.6 -3.2
N 0.34677 -2.76788 0.16429 3.4 -2.4 2.9
F 1.94075 -0.34918 -2.42136 0.2 0.7 0.1
F 2.89938 -2.12004 -1.58093 0.4 0.0 0.3
H -1.12300 -3.46790 -2.70118 0.0 -0.1 0.0
H 1.29113 1.72842 2.39442 0.1 0.0 0.1
H 0.50649 3.28438 2.12851 0.0 0.1 0.0
H 1.09020 2.35353 0.75428 0.1 0.0 -0.1
H -0.79310 1.22398 3.78674 0.1 -0.1 0.1
H -1.61392 2.70123 3.28651 0.0 0.1 0.1
H -2.37200 1.13440 3.00688 -0.1 -0.1 0.0
H -1.19108 2.23891 -0.38039 0.0 0.0 -0.1
H -2.61263 1.85306 0.59443 -0.1 0.0 0.0
H -1.72645 3.35115 0.87108 0.0 0.1 0.0
H 2.36834 -3.28760 -3.96697 0.2 -0.3 -0.1
H 1.60506 -1.78651 -4.64969 0.1 0.2 -0.3
H 1.29077 0.06392 0.18679 0.0 -0.1 -0.1
H -0.13872 0.37971 -0.83216 0.1 -0.2 0.0
H -0.10675 -0.41865 2.12458 0.0 0.0 0.0
H -1.58034 -0.33079 1.16173 -0.1 0.0 0.1
```
Positions in Å, forces in eV/Å.

Summary:
2S+1 ... 3
⟨S²⟩ ... 2.019
E_HOMO (alpha / beta) ... -4.9 / -9.0 eV
Net charge ... 0
Frontier orbital gap (alpha / beta) ... 5.524 / 5.945 eV

***

Record 3
C11H16F3N2O3 | ωB97M-V/def2-TZVPD

```
35
Properties=species:S:1:pos:R:3:forces:R:3
F -3.08807 -3.67061 2.34771 0.2 -0.1 0.3
C -3.75779 -2.80203 1.58466 0.0 0.5 -1.2
F -4.41463 -1.95924 2.39661 -0.2 0.1 0.4
F -4.71884 -3.53251 0.95688 -0.1 -0.1 0.0
O -3.03323 -2.11868 0.69982 -0.3 -0.6 0.9
C -1.59977 -2.43752 0.61809 2.0 0.7 -1.2
N -0.89473 -1.54627 -0.26354 -0.6 -0.3 0.9
C -1.69432 -0.65505 -0.93759 0.4 -1.0 -0.1
C -2.32199 -0.95423 -2.14071 0.2 -0.1 0.4
C -3.09782 0.01547 -2.69990 -1.0 -0.6 -2.0
C -3.25416 1.25051 -2.15923 0.0 0.8 0.4
N -2.65329 1.58702 -1.01884 -0.3 0.3 -0.1
C -1.92740 0.63658 -0.46263 0.5 0.6 0.9
H -1.48940 -3.48126 0.28063 -0.5 -0.2 0.2
H -1.14587 -2.35540 1.61367 -0.4 -0.2 0.3
H -2.21903 -1.92938 -2.58709 0.1 -0.2 0.0
H -3.62307 -0.20482 -3.62496 0.0 0.0 -0.1
H -3.86943 1.98441 -2.66344 -0.1 0.2 0.1
H -1.43913 0.88359 0.47497 0.0 0.1 0.1
C 4.61424 2.61039 0.89527 0.0 -0.1 0.0
O 4.52706 1.20589 1.01162 -0.1 0.2 0.0
C 3.38699 0.78271 1.75697 0.2 -0.3 -0.1
C 2.28207 0.27020 0.86064 -0.4 0.2 0.2
O 1.72332 1.32055 0.08956 0.3 0.1 0.0
C 2.14857 1.30988 -1.25708 -0.2 -0.1 0.0
H 5.40899 2.83669 0.18446 0.0 0.0 0.0
H 3.67976 3.04205 0.52776 0.0 0.0 0.0
H 4.87101 3.06122 1.86184 -0.1 0.1 0.0
H 3.01753 1.59523 2.39008 0.0 0.0 0.0
H 3.71909 -0.03192 2.40925 0.0 0.0 0.0
H 1.47670 -0.13327 1.48104 0.0 -0.1 -0.1
H 2.64265 -0.53724 0.21871 0.0 0.0 0.0
H 1.70116 0.46300 -1.78745 0.0 0.0 0.0
H 3.23975 1.26054 -1.33696 0.0 0.0 0.0
H 1.80307 2.23351 -1.72084 -0.1 0.0 0.0
```
Positions in Å, forces in eV/Å.

Summary:
2S+1 ... 1
E_HOMO ... -2.6 eV
Net charge ... -1
Frontier orbital gap ... 5.649 eV

***

Record 4
C11H16F6N4O5PSr | ωB97M-V/def2-TZVPD

```
44
Properties=species:S:1:pos:R:3:forces:R:3
Sr -0.23273 -1.36040 -1.12420 -0.4 1.2 0.0
N -2.22933 1.74280 -1.48670 -0.4 -1.2 0.0
C -3.24222 0.83230 -1.20520 -0.4 1.8 0.4
C -2.78812 -0.76400 -1.50630 -0.9 -0.5 -0.7
O -3.43682 -1.55610 -0.88010 -0.6 0.0 0.4
O -1.89073 -0.81810 -2.32680 -2.5 1.0 -2.6
H -1.38302 1.59720 -0.93300 0.3 0.4 0.0
H -1.99153 1.80140 -2.47090 0.0 0.2 0.0
H -4.11533 0.96590 -1.84630 0.1 -0.2 0.0
H -3.51752 0.84190 -0.15320 0.1 -0.2 0.0
O 1.47198 -0.96380 -2.48020 1.1 0.7 -0.8
N 2.08308 0.11300 -2.28760 1.3 0.2 -1.1
N 1.51358 1.00010 -1.57930 0.3 -0.1 -0.1
O 0.36917 0.80990 -0.99780 -0.5 1.4 0.4
C 2.20357 2.21430 -1.38900 0.6 0.9 0.1
C 3.56098 2.28570 -1.69330 0.0 0.0 0.0
C 4.24227 3.47150 -1.50310 -0.1 0.1 0.1
C 3.58187 4.58620 -1.00650 0.0 0.1 0.0
C 2.22868 4.51720 -0.72030 0.1 0.0 0.0
C 1.53478 3.33330 -0.90340 -0.1 -0.4 -0.1
H 4.05637 1.40450 -2.06420 0.1 0.0 0.0
H 5.29398 3.52950 -1.73790 0.1 0.0 0.0
H 4.12107 5.50410 -0.83310 0.1 0.1 0.0
H 1.70858 5.39060 -0.35650 0.0 0.0 0.1
H 0.48257 3.26400 -0.67380 0.0 0.0 0.0
C -0.44763 -0.59220 3.38150 0.3 0.2 -0.2
N -1.56232 -1.38690 2.90490 0.2 0.1 0.0
C -2.38293 -2.06920 3.87500 -0.3 -0.1 0.1
C -1.80082 -1.42790 1.60480 -0.8 -0.4 0.7
O -1.16303 -0.78960 0.77320 -0.8 1.2 1.9
H -0.50522 -0.48100 4.46090 -0.1 0.0 0.0
H -0.47353 0.38880 2.90530 0.1 0.0 0.1
H 0.49417 -1.07240 3.10970 0.0 0.0 0.1
H -1.75572 -2.58990 4.59840 0.0 0.0 -0.1
H -3.02262 -2.79460 3.37550 0.0 0.0 0.0
H -3.01192 -1.35090 4.40910 0.0 -0.1 0.0
H -2.64462 -2.06430 1.31190 0.0 0.0 0.0
F 1.20348 -2.42010 0.00070 2.0 -2.2 1.6
P 0.68068 -3.99260 -0.36420 1.2 -1.5 0.9
F -0.73873 -3.59470 0.36040 0.1 0.1 -0.3
F 0.05927 -3.36540 -1.76060 0.5 -3.0 -0.9
F 1.26267 -4.45950 1.05120 -0.2 0.0 -0.4
F 0.11387 -5.43110 -0.73120 0.1 0.3 0.1
F 2.06978 -4.24930 -1.10770 -0.5 0.1 0.2
```
Positions in Å, forces in eV/Å.

Summary:
2S+1 ... 2
⟨S²⟩ ... 0.756
E_HOMO (alpha / beta) ... -8.4 / -8.3 eV
Net charge ... 0
Energy above the lowest of the compared OMol25 structures with the same formula, charge and spin ... 88.0 kcal per mole
Frontier orbital gap (alpha / beta) ... 8.472 / 4.786 eV

***

Record 5
C11H16FNO2P | ωB97M-V/def2-TZVPD

```
32
Properties=species:S:1:pos:R:3:forces:R:3
C 1.82782 1.91165 3.50180 -0.2 0.5 -1.4
C 1.46498 1.38242 2.02254 -2.4 -0.4 -1.0
C -0.05794 1.31886 1.67517 3.0 -1.5 -3.3
C -0.44258 0.78153 0.27291 2.2 -0.2 1.8
C -2.00857 0.65818 -0.11473 -0.8 2.4 -3.6
O -2.37072 1.32446 -1.11843 1.4 -2.7 4.6
O -2.94533 -0.10277 0.63619 3.0 0.3 -1.7
C -2.72708 -1.53034 0.51787 -1.5 -2.4 1.0
C -2.45358 -2.19690 1.95017 0.5 -0.3 0.0
F -1.73893 -1.90886 -0.45262 -1.3 1.1 1.7
C 0.66762 0.36112 -0.76647 2.0 1.5 3.6
P 0.07732 -0.23200 -2.46214 -1.5 0.0 0.2
C 0.79922 -1.91606 -2.93789 0.6 -0.1 -0.8
C 0.51134 1.13000 -3.70528 0.9 0.3 0.2
C 2.13351 0.50986 -0.29584 -3.7 0.5 1.0
N 2.45998 0.99230 1.05117 -3.0 -0.4 -1.1
H 1.88337 1.08068 4.28023 0.1 1.0 -1.3
H 2.77849 2.53620 3.41374 -1.1 -1.1 0.4
H 0.98669 2.63738 3.80346 1.3 -1.2 -0.5
H -0.84943 1.65857 2.42587 1.4 -0.6 -1.2
H -3.72725 -1.97507 0.14578 1.7 1.0 0.3
H -3.04026 -1.65135 2.77612 0.9 -0.6 -1.5
H -1.32801 -2.22548 2.21916 -1.8 0.3 -0.5
H -2.82409 -3.29003 1.96045 0.6 1.8 -0.3
H 1.48815 -1.74486 -3.84669 -0.8 -0.6 1.5
H 1.32122 -2.45803 -2.07289 -0.7 0.9 -1.4
H -0.08949 -2.55912 -3.30542 1.4 1.2 0.8
H 1.50822 0.89316 -4.20994 -1.4 0.6 0.5
H 0.57970 2.14081 -3.14689 -0.1 -1.7 -0.9
H -0.34300 1.18614 -4.45914 1.3 -0.2 1.0
H 2.98163 0.25056 -1.01464 -1.2 0.5 1.4
H 3.47699 1.03699 1.25638 -1.1 0.1 0.2
```
Positions in Å, forces in eV/Å.

Summary:
2S+1 ... 1
E_HOMO ... -11.0 eV
Net charge ... +1
SMILES ... Cc1cc(C(=O)O[C@H](C)F)c(P(C)C)c[nH+]1
Frontier orbital gap ... 6.125 eV

***

Record 6
C11H16FNOS6SiW | ωB97M-V/def2-TZVPD

```
38
Properties=species:S:1:pos:R:3:forces:R:3
W -1.47108 -1.28633 -0.15469 -0.1 0.2 0.5
C 2.56126 0.84552 -1.76427 0.1 0.0 0.1
Si 1.72809 -0.58241 -0.88998 -0.1 0.2 0.1
C 1.76834 -2.08206 -1.99346 -0.1 -0.1 0.0
C 2.61676 -0.91288 0.72849 0.0 0.1 0.0
N 0.02674 -0.08368 -0.57848 -0.1 -0.5 -0.5
C -0.28419 1.27434 -0.87951 0.0 -0.1 0.2
C -0.27791 2.24878 0.11369 0.0 0.0 0.0
C -0.59439 3.56465 -0.17947 0.0 0.0 -0.1
C -0.92733 3.92572 -1.47994 0.0 0.0 0.1
C -0.93408 2.96988 -2.48336 0.0 -0.1 -0.1
C -0.61042 1.66503 -2.16836 0.0 0.2 -0.1
F -0.58605 0.74075 -3.14639 0.0 0.0 0.0
H 3.55946 0.52593 -2.07349 0.0 0.0 0.0
H 2.67749 1.70854 -1.10557 0.0 0.0 0.0
H 2.03112 1.17344 -2.65742 0.0 0.0 0.0
H 2.77009 -2.51720 -1.98838 0.0 0.0 0.0
H 1.51291 -1.80672 -3.01813 0.0 0.0 0.0
H 1.07322 -2.86507 -1.67633 0.0 0.0 0.0
H 3.63431 -0.52089 0.66145 0.0 0.0 0.0
H 2.67559 -1.97319 0.97048 0.0 0.0 0.0
H 2.12240 -0.41548 1.56557 0.0 0.0 0.0
H -0.02718 1.94806 1.12337 0.0 0.0 0.0
H -0.58963 4.30563 0.60842 0.0 0.0 0.0
H -1.18364 4.94943 -1.71497 0.0 0.0 0.0
H -1.18510 3.21192 -3.50715 0.0 0.0 0.0
S -3.31241 0.17696 -0.84318 0.0 -0.1 0.0
S -4.77378 -1.27864 -0.44179 0.0 0.3 -0.1
S -3.51595 -2.81348 0.10089 0.2 -0.1 -0.2
S -2.30966 -3.11929 -1.53167 0.1 0.1 0.0
C -1.09041 -1.45284 4.90807 0.1 0.0 -0.1
O -0.52545 -2.24195 3.84366 0.0 0.1 -0.1
C -0.83415 -1.93231 2.60742 0.1 -0.2 0.1
S -0.20788 -2.87840 1.35357 0.1 0.1 0.0
S -1.87020 -0.64686 2.18254 0.0 0.0 0.0
H -0.70239 -1.89097 5.82100 0.0 0.0 0.0
H -2.17691 -1.51646 4.87779 0.0 0.0 0.0
H -0.76759 -0.41746 4.80955 0.0 0.0 0.0
```
Positions in Å, forces in eV/Å.

Summary:
2S+1 ... 3
⟨S²⟩ ... 2.019
E_HOMO (alpha / beta) ... -7.2 / -8.0 eV
Net charge ... 0
Energy above the lowest of the compared OMol25 structures with the same formula, charge and spin ... 0.0 kcal per mole
Frontier orbital gap (alpha / beta) ... 6.678 / 7.679 eV

***

Record 7
C11H16INO | ωB97M-V/def2-TZVPD

```
30
Properties=species:S:1:pos:R:3:forces:R:3
C -2.89664 -1.06909 -0.39960 -1.0 -0.4 -0.4
C -2.18686 -2.43152 -0.13474 0.5 0.3 -0.3
C -0.27329 -0.15266 -1.24516 -1.8 -1.4 -0.4
C 1.09681 2.19033 0.27282 0.5 -2.1 -0.4
C -1.93145 -0.42169 0.53923 1.2 3.3 1.1
C -1.01805 -1.59654 0.57844 0.2 -2.3 -0.2
C -0.96223 0.63897 -0.09270 -0.6 0.8 -1.9
C 0.26262 -1.27422 -0.28008 -1.4 0.1 -0.2
C 0.33078 0.90980 0.67272 -1.5 0.7 3.4
C 1.09638 -0.41093 0.58560 1.7 1.2 0.4
C 2.57595 1.65602 0.23805 -0.3 4.3 0.3
N 2.64640 0.38379 -0.30140 -5.0 -0.8 1.3
O 3.36519 2.69267 -0.38105 0.7 -0.1 -1.6
I 4.25259 -0.76021 0.01472 3.7 -2.4 0.2
H -2.82817 -0.71432 -1.40890 0.4 0.1 -0.6
H -3.95793 -0.91588 -0.19160 0.0 -0.5 0.4
H -2.67618 -2.89661 0.71375 -0.3 -0.6 -0.3
H -2.01495 -3.12855 -1.01429 0.0 0.8 1.3
H -1.08807 -0.29828 -1.99925 1.1 -0.9 0.4
H 0.57848 0.23357 -1.77538 0.2 0.9 0.1
H 0.84091 2.55877 -0.76095 0.1 -0.3 1.1
H 0.94257 2.91324 1.07504 0.2 0.4 -0.6
H -2.39010 -0.08913 1.53001 0.8 -0.3 -1.2
H -0.83127 -1.91827 1.60810 0.5 -0.4 -0.3
H -1.57290 1.46187 -0.55888 1.0 -0.1 0.9
H 0.78505 -2.17070 -0.58142 -0.1 -0.1 -0.6
H 0.15280 0.96646 1.79735 -0.2 0.4 -1.1
H 1.36598 -0.90431 1.61743 0.2 1.2 -2.2
H 3.01331 1.77451 1.25987 -0.4 -0.8 -0.3
H 3.32226 2.77292 -1.37771 -0.4 -0.7 1.7
```
Positions in Å, forces in eV/Å.

Summary:
2S+1 ... 3
⟨S²⟩ ... 2.009
E_HOMO (alpha / beta) ... -5.4 / -8.9 eV
Net charge ... 0
Frontier orbital gap (alpha / beta) ... 6.192 / 6.624 eV

***

Question: The lowest net charge belongs to which entry?
Answer: C11H16Cl3F3O4PtS

***

Question: Which formula does entry 2 have?
Answer: C11H16F2N2